Record 1
Computed, not measured: a molecular structure, C39H26Br2F7N4O3S2TeTi, with wB97M-V/def2-TZVPD.

Last column: Mulliken charge in e.
Positions of all 85 atoms, in Å:
Ti -0.0970 -0.7698 -0.7239  -0.902
Br -0.9710 3.5016 -3.1483  -0.128
C -1.0503 3.2629 -1.2841  -0.179
C -1.4655 4.3312 -0.4598  -0.217
C -1.5052 4.1919 0.8960  -0.132
Br -1.9960 5.6711 1.9638  -0.143
C -1.1606 2.9591 1.5113  1.424
C -1.1630 2.6868 2.8952  -1.141
C -0.8005 1.4427 3.3345  -1.405
C -0.4592 0.4463 2.4022  -0.471
N -0.4607 0.6646 1.1074  1.379
C -0.7785 1.9066 0.6642  -0.903
C -0.6844 2.0573 -0.7438  0.311
O -0.2373 1.0154 -1.4197  -0.574
H -1.7367 5.2718 -0.9189  0.530
H -1.4507 3.4620 3.5928  0.454
H -0.7931 1.2035 4.3888  0.553
H -0.1900 -0.5516 2.7264  0.423
F 0.5378 -4.5529 3.1600  -0.394
C -0.3200 -3.7568 2.5084  0.642
C 0.1587 -2.9256 1.5102  -1.169
C -0.7238 -2.1071 0.8163  1.048
C -2.0893 -2.1199 1.1533  0.534
C -2.5089 -2.9611 2.1792  0.863
F -3.8020 -3.0004 2.5515  -0.348
C -1.6505 -3.7926 2.8690  -1.153
C -2.9788 -1.2651 0.3512  -0.199
C -4.3683 -1.2096 0.4477  -0.510
C -5.0781 -0.3933 -0.4125  -0.903
C -4.3993 0.3536 -1.3617  -1.399
C -3.0243 0.2584 -1.4011  -0.406
N -2.3288 -0.5202 -0.5648  1.392
H 1.2181 -2.9506 1.3005  0.190
H -2.0130 -4.4379 3.6560  0.536
H -4.8852 -1.8068 1.1782  0.710
H -6.1572 -0.3500 -0.3458  0.474
H -4.9154 0.9944 -2.0619  0.578
H -2.4471 0.8046 -2.1349  0.491
F 3.5587 -0.0655 -1.5199  -0.365
Te 3.3690 -1.1207 -0.0130  1.700
F 3.4869 -2.0878 1.5786  -0.429
F 3.0756 -2.6735 -0.9503  -0.368
F 1.0962 -1.1054 -2.0565  -0.679
F 5.1791 -1.4255 -0.1737  -0.342
O 1.6456 -0.6681 0.3535  0.833
N -0.8604 -0.6065 -3.8921  -0.141
C -1.4315 -1.7232 -3.3953  0.150
N -1.1655 -2.2538 -2.2243  0.491
C -1.9342 -3.4216 -2.0413  -0.690
C -1.8093 -4.3601 -1.0203  -0.265
C -2.6609 -5.4506 -0.9943  -0.740
C -3.6285 -5.6416 -1.9786  -0.631
C -3.7266 -4.7541 -3.0340  -0.479
C -2.8684 -3.6651 -3.0519  0.764
S -2.7016 -2.4786 -4.3116  -0.331
H 0.0461 -0.3416 -3.5319  0.067
H -1.0650 -0.3526 -4.8428  0.285
H -1.0415 -4.2575 -0.2710  0.610
H -2.5587 -6.1763 -0.1983  0.452
H -4.2835 -6.5008 -1.9357  0.410
H -4.4392 -4.9121 -3.8324  0.410
O 3.9798 0.4733 1.0289  -0.485
S 3.0985 0.9772 2.2468  1.027
C 4.3119 1.3543 3.4544  0.186
C 4.2590 0.6060 4.6234  -0.172
C 5.2167 0.8326 5.6015  -0.782
C 6.2049 1.7809 5.3877  -0.432
C 6.2512 2.5142 4.2040  -0.766
C 5.2994 2.3083 3.2248  -0.445
C 2.5973 2.5809 1.6713  0.544
C 2.2613 3.5474 2.6120  -0.625
C 1.8158 4.7799 2.1654  -0.837
C 1.7093 5.0291 0.8023  -0.577
C 2.0394 4.0478 -0.1203  -0.581
C 2.4806 2.8030 0.3075  -0.354
H 3.4887 -0.1426 4.7603  0.500
H 5.1940 0.2643 6.5208  0.438
H 6.9541 1.9522 6.1491  0.415
H 7.0326 3.2453 4.0498  0.425
H 5.3184 2.8689 2.2991  0.453
H 2.3628 3.3514 3.6723  0.559
H 1.5559 5.5486 2.8806  0.490
H 1.3637 5.9961 0.4611  0.441
H 1.9552 4.2432 -1.1813  0.457
H 2.7371 2.0370 -0.4113  0.553

The total energy comes out at -264154.5287 eV. The calculation puts the gap between HOMO and LUMO at 7.25 eV. Its charge is +1. The calculation puts the highest occupied orbital energy at -10.6080 eV.

Record 2
Computed, not measured: a molecular structure, C16H38KN2O7, with wB97M-V/def2-TZVPD.

Last column: Mulliken charge in e.
Positions of all 64 atoms, in Å:
K 0.1763 -0.1789 -1.5633  0.770
C -2.6739 5.1287 -1.9839  -1.294
C -2.9194 4.1400 -0.8736  -0.151
O -1.8160 3.1968 -0.8719  -0.194
C -1.6398 2.3815 0.1517  0.440
O -0.6267 1.7402 0.2911  -0.253
O -2.7015 2.3178 0.9538  -0.390
C -2.5431 1.5353 2.1370  -0.734
H -1.8217 5.7721 -1.7573  0.321
H -3.5308 5.7991 -2.0683  0.398
H -2.5065 4.6625 -2.9531  0.307
H -3.8584 3.5999 -0.9960  0.308
H -2.9551 4.6536 0.0871  0.348
H -1.7974 1.9799 2.7947  0.311
H -2.2457 0.5122 1.9033  0.273
H -3.5112 1.5095 2.6254  0.379
C 3.6029 -2.3487 -1.3832  -0.861
O 2.2063 -2.4609 -1.5226  -0.090
C 1.8357 -3.4067 -2.5220  -0.680
C 0.3684 -3.7217 -2.3527  -0.832
N -0.4757 -2.6074 -2.7089  -0.023
C -1.8985 -2.8987 -2.5524  -0.846
C -2.7619 -1.6996 -2.8838  -0.646
O -2.6868 -0.7239 -1.8502  -0.187
C -3.4278 0.4325 -2.1983  -0.676
H 4.0701 -3.3292 -1.2425  0.376
H 3.8197 -1.7330 -0.5126  0.153
H 4.0641 -1.8749 -2.2616  0.331
H 2.4062 -4.3297 -2.3897  0.425
H 2.0286 -2.9716 -3.5121  0.335
H 0.2171 -3.9649 -1.2963  0.332
H 0.1297 -4.6501 -2.8955  0.432
H -0.3176 -2.3523 -3.6805  0.185
H -2.1122 -3.2027 -1.5276  0.379
H -2.1995 -3.7083 -3.2323  0.417
H -3.8000 -2.0328 -2.9876  0.422
H -2.4462 -1.2605 -3.8424  0.361
H -4.4500 0.1706 -2.4869  0.430
H -2.9554 0.9925 -3.0135  0.352
H -3.4861 1.0699 -1.3168  -0.036
C 0.6605 -2.0997 5.6530  -0.681
O 0.8876 -0.7111 5.8099  -0.378
C 1.5764 -0.1168 4.7397  -0.662
C 0.6904 0.1349 3.5368  -0.260
N 1.3519 0.9799 2.5370  -0.285
C 2.3936 0.2707 1.8016  -0.549
C 3.0763 1.1619 0.7987  -0.989
O 2.3189 1.1840 -0.4185  0.045
C 3.0652 1.6372 -1.5137  -0.925
H 0.0120 -2.3172 4.7962  0.267
H 0.1542 -2.4331 6.5534  0.261
H 1.6056 -2.6345 5.5101  0.293
H 2.4539 -0.7306 4.4777  0.419
H 1.9682 0.8382 5.0931  0.301
H -0.1913 0.6602 3.9090  0.238
H 0.3659 -0.8160 3.0858  0.250
H 0.6351 1.2368 1.8651  0.317
H 2.0063 -0.6140 1.2628  0.256
H 3.1499 -0.0969 2.4957  0.415
H 4.0927 0.8002 0.5849  0.513
H 3.1875 2.1846 1.1699  0.397
H 2.3711 1.9948 -2.2782  0.256
H 3.7127 0.8549 -1.9279  0.258
H 3.6952 2.4930 -1.2472  0.350

The total energy comes out at -50840.4513 eV. The calculation puts the gap between HOMO and LUMO at 8.65 eV. Its charge is +1. The calculation puts the highest occupied orbital energy at -11.1202 eV.

Record 3
Computed, not measured: a molecular structure, CH4AlO5P at a distorted geometry, with wB97M-V/def2-TZVPD.

Last column: Mulliken charge in e.
Positions of all 12 atoms, in Å:
Al -0.5985 2.3301 -0.5341  0.709
P -0.1184 0.8732 2.2546  0.981
O -1.4144 1.5939 1.8506  -0.414
O 0.5720 1.8896 3.1478  -0.347
O 0.6234 0.7178 0.9363  -0.513
O -0.4210 -0.4027 2.9709  -0.448
C 0.3724 -1.2407 -2.1118  -0.614
O -0.4286 -0.4770 -1.1826  -0.437
H -0.1206 -1.3291 -3.0781  0.251
H 1.3706 -0.8021 -2.1715  0.260
H 0.4763 -2.2761 -1.7709  0.268
H -0.3132 -0.8770 -0.3113  0.303

The total energy comes out at -27222.1973 eV. The calculation puts the gap between HOMO and LUMO at 5.36 eV. The calculation puts the highest occupied orbital energy at -10.3631 eV.

Among the records above, which one has the highest highest occupied orbital energy?
CH4AlO5P

Look up the gap between HOMO and LUMO of the first one.
7.25 eV

Please write out number 3 again, unchanged.
Computed, not measured: a molecular structure, CH4AlO5P at a distorted geometry, with wB97M-V/def2-TZVPD.

Last column: Mulliken charge in e.
Positions of all 12 atoms, in Å:
Al -0.5985 2.3301 -0.5341  0.709
P -0.1184 0.8732 2.2546  0.981
O -1.4144 1.5939 1.8506  -0.414
O 0.5720 1.8896 3.1478  -0.347
O 0.6234 0.7178 0.9363  -0.513
O -0.4210 -0.4027 2.9709  -0.448
C 0.3724 -1.2407 -2.1118  -0.614
O -0.4286 -0.4770 -1.1826  -0.437
H -0.1206 -1.3291 -3.0781  0.251
H 1.3706 -0.8021 -2.1715  0.260
H 0.4763 -2.2761 -1.7709  0.268
H -0.3132 -0.8770 -0.3113  0.303

The total energy comes out at -27222.1973 eV. The calculation puts the gap between HOMO and LUMO at 5.36 eV. The calculation puts the highest occupied orbital energy at -10.3631 eV.